1.
2 unconnected molecules or ions with the total composition C5H14NS2 at a distorted geometry. Source: the OMol25 dataset; level of theory: the ωB97M-V functional and the def2-TZVPD basis.

Structure (XYZ):
```
22
Properties=species:S:1:pos:R:3:forces:R:3
C -0.24187 2.51165 -2.06170 0.1 -0.6 0.1
S 1.16058 1.34737 -2.00429 0.1 -0.2 -0.1
S 0.16175 -0.53206 -2.03204 0.1 0.5 -0.3
C 1.60921 -1.62483 -2.09604 0.0 0.5 -0.4
H -0.92944 2.21143 -2.85475 0.0 0.2 0.1
H -0.71049 2.55212 -1.07812 -0.2 0.0 -0.1
H 0.17549 3.49935 -2.25310 0.1 -0.1 -0.2
H 2.08451 -1.57899 -3.07793 -0.1 0.1 0.0
H 2.34280 -1.32883 -1.34689 -0.2 -0.3 0.2
H 1.20522 -2.62781 -1.97445 0.2 0.0 0.3
C -1.17043 -1.08738 2.79659 0.4 0.0 0.2
C -0.38830 -0.43398 1.70603 0.2 -0.5 -0.4
C 0.94635 -0.44566 1.55751 0.1 0.4 0.0
N -1.16239 0.40675 0.78713 0.0 -1.6 0.0
H -0.50633 -1.74750 3.35776 0.0 0.0 -0.1
H -1.53846 -0.34437 3.51900 -0.2 0.0 -0.2
H -1.99059 -1.69661 2.41879 -0.1 0.1 0.1
H 1.43203 0.17856 0.81709 -0.1 -0.1 -0.2
H 1.60701 -1.04973 2.16331 -0.2 0.0 0.3
H -1.01810 1.46555 0.90249 0.2 1.0 0.2
H -2.14947 0.19255 0.94840 -0.1 0.3 -0.3
H -0.91908 0.13242 -0.19477 -0.1 0.3 0.7
```
Positions in Å, forces in eV/Å.

The LUMO energy (spin up / spin down) comes out at 0.012 / 0.010 Ha. As for the expectation value of S²: 0.752. The calculation puts the HOMO-LUMO gap (spin up / spin down) at 3.7 / 8.6 eV. As for the multiplicity: 2.

2.
2 unconnected molecules or ions with the total composition C29H49FN3O6P at a distorted geometry. Source: the OMol25 dataset; level of theory: the ωB97M-V functional and the def2-TZVPD basis.

Structure (XYZ):
```
89
Properties=species:S:1:pos:R:3:forces:R:3
H 7.15315 -0.19124 -2.11459 0.0 0.0 0.0
N 6.29914 -0.66316 -1.81787 0.0 0.0 -0.1
C 5.66969 0.03046 -0.96940 0.1 0.0 0.1
C 6.12033 1.39730 -0.49338 -0.1 -0.2 0.1
C 4.37413 -0.52564 -0.39991 -0.4 0.1 -0.4
C 3.57465 -1.25191 -1.45786 0.2 -0.2 0.2
C 2.68833 -0.59905 -2.32128 0.0 -0.2 -0.3
C 2.59128 0.90250 -2.18303 0.0 0.2 0.1
C 1.52374 1.40635 -1.17822 0.2 0.2 -0.2
C 0.53839 2.40924 -1.79540 0.2 -0.4 0.1
C -0.63225 2.73855 -0.85913 0.0 -0.2 0.1
C -1.91807 2.01631 -1.27298 0.2 -0.1 -0.2
O -3.09772 2.61605 -0.79188 0.2 0.1 0.1
C -3.31078 2.45127 0.59833 -0.4 -0.2 0.3
C -4.10537 1.17277 0.92525 0.3 0.2 0.4
C 1.95167 -1.32998 -3.28882 0.1 0.0 0.0
C 0.96983 -0.56420 -4.15697 0.0 0.2 0.4
C -0.44883 -0.64623 -3.62648 0.1 0.2 0.3
F 1.02721 -0.96874 -5.48979 0.0 0.0 0.0
C 2.09916 -2.72301 -3.43320 0.0 0.1 0.0
C 1.36077 -3.60121 -4.42477 -0.1 -0.2 0.3
C 0.53164 -4.73553 -3.77570 -0.1 0.1 -0.4
C -0.91065 -4.36579 -3.41301 -0.1 -0.1 0.2
N -1.12130 -4.20998 -1.95816 0.2 0.2 0.0
C 3.02580 -3.32152 -2.58354 0.1 0.1 0.1
C 3.73209 -2.61596 -1.62242 -0.3 0.0 -0.2
C 4.60420 -3.55624 -0.87689 0.2 -0.3 -0.2
O 5.50342 -3.32660 -0.13333 -0.1 0.0 0.3
N 4.22237 -4.91741 -1.28087 -0.6 1.1 -0.1
P 3.41171 -5.77889 -0.07195 0.5 -0.8 0.0
O 4.04295 -7.01942 0.34940 -0.1 0.2 0.0
O 1.94254 -5.93983 -0.71932 0.1 0.4 0.2
O 3.22215 -4.69829 1.10272 -0.1 -0.1 -0.2
C 3.48642 -4.73194 -2.54085 0.4 -0.4 0.1
O 3.41744 -5.59037 -3.36457 -0.3 0.0 0.0
H 7.15533 1.34961 -0.15476 0.0 0.1 0.0
H 6.05014 2.10427 -1.32271 0.1 0.0 0.0
H 5.50143 1.77332 0.32154 0.1 0.0 0.0
H 4.59398 -1.23049 0.40158 0.2 0.1 0.1
H 3.78256 0.29170 0.01162 0.0 -0.1 0.1
H 3.56539 1.26929 -1.85822 0.0 0.0 -0.1
H 2.42703 1.38467 -3.14691 0.0 -0.1 0.0
H 2.04894 1.92532 -0.37204 -0.2 -0.2 0.2
H 0.98163 0.56366 -0.74129 0.0 0.0 0.0
H 1.10103 3.30876 -2.04958 -0.1 0.0 -0.1
H 0.16908 1.97159 -2.72925 -0.1 0.3 0.0
H -0.82318 3.81091 -0.81813 -0.1 0.0 -0.1
H -0.35200 2.40704 0.14543 0.0 0.3 0.1
H -1.99543 2.02595 -2.36303 -0.1 0.1 0.0
H -1.86049 0.95960 -0.97104 -0.1 0.0 0.0
H -3.86480 3.33057 0.92943 0.0 0.0 -0.1
H -2.37796 2.43472 1.16984 0.1 0.2 -0.2
H -4.49577 0.72357 0.01455 -0.1 0.0 0.0
H -4.92521 1.41169 1.60385 -0.1 -0.1 -0.1
H -3.48272 0.45089 1.45698 0.0 -0.1 -0.2
H 1.26009 0.48466 -4.15867 0.0 -0.1 -0.2
H -0.45108 -0.18760 -2.63259 0.0 -0.1 -0.1
H -0.78427 -1.67190 -3.50062 0.0 0.0 -0.2
H -1.13917 -0.07265 -4.24587 0.0 -0.1 -0.1
H 2.12076 -4.07311 -5.05002 0.0 0.1 -0.1
H 0.70226 -3.03059 -5.06879 0.1 0.1 -0.1
H 1.04016 -5.12895 -2.89829 -0.1 -0.1 0.0
H 0.49789 -5.54833 -4.50330 0.1 0.0 0.1
H -1.21325 -3.45284 -3.92976 0.0 -0.1 -0.1
H -1.58500 -5.14434 -3.77766 0.0 0.0 0.1
H -1.46539 -3.28461 -1.73559 -0.1 0.0 0.0
H -0.23143 -4.29603 -1.48285 0.0 0.0 0.0
H 1.25696 -6.00023 -0.04415 -0.1 -0.3 -0.1
H 2.31060 -4.57514 1.38221 0.0 0.1 0.1
C -4.61809 2.09571 7.48501 0.1 0.0 0.0
C -3.94906 3.42684 7.15579 -0.1 0.0 0.0
C -4.89228 4.44013 6.50874 0.0 0.0 0.0
C -5.47838 4.00472 5.16453 0.0 0.0 0.0
C -4.44331 3.66768 4.09262 0.0 0.1 -0.1
C -3.55657 4.85066 3.71177 0.0 -0.1 0.0
H -4.99339 1.59923 6.58886 0.0 0.0 0.0
H -3.91548 1.41391 7.96566 0.0 0.0 0.0
H -5.45952 2.24197 8.16533 0.0 0.0 0.0
H -3.08527 3.25146 6.50839 0.0 0.0 0.0
H -3.55313 3.86283 8.07637 0.0 0.0 0.0
H -4.36360 5.38943 6.38754 0.0 0.0 0.0
H -5.71875 4.64367 7.19655 0.0 0.0 0.0
H -6.12587 4.80450 4.79194 0.0 0.0 0.0
H -6.12919 3.13881 5.31301 0.0 0.0 0.0
H -4.97289 3.32426 3.19949 0.0 0.0 0.0
H -3.81945 2.83016 4.41794 0.0 0.0 0.0
H -4.15865 5.68118 3.33787 0.0 0.0 0.0
H -2.84999 4.56914 2.92923 0.0 0.0 0.0
H -2.97446 5.21006 4.56133 0.0 0.0 0.0
```
Positions in Å, forces in eV/Å.

The LUMO energy comes out at -0.013 Ha. The calculation puts the HOMO-LUMO gap at 9.0 eV. As for the multiplicity: 1. The SMILES is [H]/N=C(\C)Cc1c(CCCCCOCC)c([C@H](C)F)c(CCCN)c2c1C(=O)N(P(=O)(O)O)C2=O.CCCCCC.

3.
A molecular structure, C16H18F24Li3N5O16S8 at a distorted geometry. Source: the OMol25 dataset; level of theory: the ωB97M-V functional and the def2-TZVPD basis.

Structure (XYZ):
```
90
Properties=species:S:1:pos:R:3:forces:R:3
Li -3.52994 1.87767 1.01845 -0.3 -0.5 -0.5
Li -2.00722 0.08925 -3.99154 0.2 -0.1 0.4
Li -0.96183 -0.51459 2.30538 -0.9 -0.7 0.1
C 4.45304 3.41868 2.94813 -0.8 -0.9 -1.3
C 5.05621 3.65409 1.55978 1.4 1.9 0.3
C 4.73580 2.60487 0.54251 -0.5 -1.5 -0.4
N 5.40308 2.66690 -0.81498 0.5 0.6 -0.2
C 6.87251 2.85910 -0.69549 0.4 -0.3 0.2
C 4.76456 3.75541 -1.64706 0.6 0.6 -0.7
C 3.68242 3.07112 -2.45278 0.4 0.6 0.1
C 4.43072 1.82307 -2.88021 0.1 -1.4 0.0
C 5.14113 1.37345 -1.60649 -1.7 -0.1 0.5
H 4.83613 2.45194 3.27560 -0.1 0.1 0.5
H 3.37520 3.31021 2.79336 -0.1 0.0 0.4
H 4.62632 4.20635 3.67036 0.3 0.1 -0.1
H 6.12358 3.85026 1.72088 0.1 -0.8 -0.2
H 4.80241 4.64506 1.16201 -0.7 -0.1 0.1
H 3.66108 2.58143 0.34460 0.0 0.3 -0.1
H 4.92942 1.56468 0.81781 0.3 0.2 0.8
H 7.16925 3.74887 -0.14702 -0.4 0.2 -0.1
H 7.28949 2.90218 -1.69790 0.0 -0.1 0.0
H 7.26743 2.00306 -0.15056 0.1 0.0 -0.1
H 5.46503 4.10694 -2.40973 0.5 -0.1 0.4
H 4.55814 4.62092 -1.02195 -0.4 -0.2 0.1
H 3.39234 3.68691 -3.30105 -0.2 0.0 0.0
H 2.82099 2.89319 -1.82269 -0.1 -0.3 -0.2
H 5.17026 1.90886 -3.67743 -0.2 0.7 -0.1
H 3.76342 1.01851 -3.19487 -0.1 0.1 -0.1
H 5.98920 0.70114 -1.68686 0.4 0.5 -0.1
H 4.39329 0.81654 -1.03556 0.1 0.1 0.2
C 1.09490 -1.53553 -4.71935 -0.5 2.1 0.4
F 0.18881 -2.17392 -3.99581 0.3 -0.8 -0.4
F 1.62230 -0.61364 -3.89586 0.3 0.0 -0.2
F 2.07590 -2.25901 -5.20167 -0.3 -0.7 0.1
S 0.19083 -0.66987 -6.12235 -2.6 -1.6 -1.1
O 1.15801 -0.33071 -7.11211 0.4 0.8 0.6
O -0.84719 -1.56378 -6.54912 0.3 -0.7 0.6
N -0.72985 0.54929 -5.41643 2.5 0.0 -0.8
S 0.13959 1.88264 -5.71295 -0.4 1.8 0.7
O 1.47644 1.81804 -5.19997 0.2 -0.1 0.3
O -0.06674 2.52546 -6.96667 -0.2 -0.4 -0.4
C -0.71100 3.06301 -4.57378 0.4 0.7 0.8
F 0.09256 4.11847 -4.36885 0.2 -0.1 -0.3
F -1.86843 3.54187 -5.00048 -0.2 -0.5 -0.1
F -0.89008 2.51255 -3.35135 -0.4 -0.2 -0.1
C -1.21254 -4.84598 4.71589 -1.8 -0.7 -0.7
F -0.81485 -4.72275 3.44032 0.6 -0.6 0.2
F -0.20716 -5.17807 5.50754 0.4 0.7 -0.1
F -1.72211 -3.64500 5.00535 0.6 0.2 0.7
S -2.56267 -6.19397 4.90788 -0.8 0.4 1.4
O -3.13498 -6.41066 3.61634 0.2 0.3 -0.2
O -1.92174 -7.29458 5.55116 0.6 0.0 0.1
N -3.55009 -5.49030 6.02631 0.2 -0.2 -2.2
S -4.70287 -4.62771 5.30560 -1.2 0.8 0.4
O -4.35301 -3.91419 4.09824 0.6 0.3 0.4
O -6.00878 -5.22864 5.24526 0.2 -0.4 0.5
C -4.93762 -3.28027 6.65194 1.0 -2.5 -1.1
F -5.40689 -3.81256 7.77691 -0.3 0.3 0.1
F -3.73403 -2.76495 6.93000 -0.3 0.9 0.0
F -5.78124 -2.38516 6.16598 0.0 0.4 0.7
C 0.55881 1.62383 -0.41244 -0.5 -1.0 -0.3
F 1.20494 1.56962 -1.55946 0.1 0.2 0.2
F 1.31921 1.11008 0.55760 0.2 0.3 0.1
F 0.24586 2.87043 -0.10482 0.1 0.2 0.0
S -1.00897 0.58195 -0.59044 -0.8 -0.7 2.2
O -2.07133 1.38882 -0.04147 0.5 0.4 1.0
O -1.15244 0.33886 -1.97701 0.1 -0.5 -1.0
N -0.75050 -0.77491 0.42313 0.0 2.8 -2.9
S -0.05921 -1.77771 -0.65701 1.6 -2.8 -0.3
O -0.98408 -2.34775 -1.57535 -0.4 0.1 0.3
O 1.18426 -1.27094 -1.18146 -0.1 0.6 0.3
C 0.50319 -3.20502 0.43650 -1.0 -0.1 -0.6
F 1.75088 -3.03545 0.84382 -0.1 0.3 0.6
F -0.36366 -3.33651 1.43782 0.5 0.4 0.3
F 0.45668 -4.30890 -0.28526 0.1 0.0 -0.2
C -5.33857 -0.20868 3.32185 1.7 -0.4 -0.1
F -6.56716 -0.01969 2.92955 -0.4 0.3 0.2
F -4.75166 0.93224 3.74827 -0.3 0.7 -0.5
F -5.24323 -1.03702 4.32354 -0.3 -0.3 -0.3
S -4.33782 -0.86853 1.86135 -0.6 0.9 -0.5
O -2.92252 -0.68634 2.13645 0.4 0.9 0.8
O -4.77107 -2.18726 1.63655 -0.4 -0.3 -0.2
N -4.76627 0.31495 0.71020 0.6 -1.8 2.2
S -4.99603 -0.32315 -0.72522 -0.1 1.4 -2.6
O -4.83178 0.76409 -1.67076 -0.3 0.1 0.4
O -4.26695 -1.50196 -1.05666 0.0 -0.5 0.6
C -6.81669 -0.75237 -0.81059 0.1 -0.3 1.0
F -7.60139 0.31920 -0.77645 0.3 0.2 -0.4
F -7.05310 -1.46340 -1.89669 0.0 0.1 -0.2
F -7.11834 -1.47462 0.27179 0.0 -0.2 -0.1
```
Positions in Å, forces in eV/Å.

The LUMO energy comes out at -0.069 Ha. The calculation puts the HOMO-LUMO gap at 6.3 eV. As for the multiplicity: 1.

Ordered E_tot results: -1049.88086 -2191.44088 -7702.92272; unit Eh.
Ordered energy relative to the best compared isomer or geometry (same formula, charge and spin) results: 234.3 0.0 0.0; unit kJ/mol.